No. 1
{"formula": "C31H46N4P2SiV", "method": "wB97M-V/def2-TZVPD", "elements": ["V", "C", "C", "C", "C", "C", "C", "C", "C", "C", "H", "H", "H", "H", "H", "H", "H", "H", "H", "H", "H", "H", "H", "H", "H", "P", "P", "N", "N", "N", "N", "C", "C", "C", "C", "C", "C", "C", "C", "C", "C", "C", "C", "C", "C", "C", "C", "C", "C", "H", "H", "H", "H", "H", "H", "H", "H", "H", "H", "H", "H", "H", "H", "H", "H", "H", "H", "H", "H", "C", "Si", "C", "C", "C", "H", "H", "H", "H", "H", "H", "H", "H", "H", "H", "H"], "xyz": [[-0.23471, -1.17668, 3.40297], [-1.25709, 1.76775, 3.44393], [-1.41972, 0.74912, 2.51379], [-0.78332, 0.61523, 1.14851], [0.43496, -0.30677, 1.07270], [1.44640, -0.10031, 2.16825], [1.59688, 1.00886, 2.97992], [1.06960, 2.34739, 2.65457], [-0.18234, 2.77713, 3.46365], [1.37446, -1.43518, 4.77524], [-1.97361, 1.82410, 4.26640], [-2.35598, 0.16401, 2.60452], [-0.55278, 1.57803, 0.67275], [-1.55303, 0.19023, 0.48360], [0.12502, -1.36930, 1.14468], [0.85817, -0.19480, 0.05977], [2.21472, -0.88723, 2.22067], [2.26970, 0.92727, 3.84425], [0.84833, 2.45100, 1.58159], [1.85224, 3.09173, 2.88532], [0.08804, 2.94330, 4.51795], [-0.52251, 3.75883, 3.07199], [1.27296, -1.27321, 5.87023], [2.38296, -1.04514, 4.55627], [1.39909, -2.54306, 4.59270], [1.50398, -1.31316, -3.54696], [-1.73144, -0.83512, -3.17639], [2.90487, -0.28664, -3.73694], [2.11882, -2.62082, -4.80280], [-1.87891, 0.93277, -3.19446], [-3.35456, -1.19928, -3.84026], [0.53784, -0.44098, -4.86723], [-0.92821, -0.86947, -4.87032], [3.43472, 0.37192, -2.61507], [4.46579, 1.20024, -3.04217], [4.58410, 1.05298, -4.46485], [3.60439, 0.15416, -4.88429], [2.28762, -3.95591, -4.39979], [2.78172, -4.69934, -5.48352], [2.92204, -3.81165, -6.59619], [2.48453, -2.55543, -6.14737], [-1.68558, 1.63741, -2.00868], [-1.80722, 2.99416, -2.26713], [-2.07412, 3.14291, -3.65845], [-2.08989, 1.87641, -4.22334], [-4.17536, -0.50223, -4.73997], [-5.22376, -1.33730, -5.11862], [-5.01697, -2.60587, -4.47919], [-3.85118, -2.51100, -3.73334], [0.96438, -0.78087, -5.82093], [0.66765, 0.65890, -4.78483], [-1.48769, -0.20823, -5.54219], [-1.05512, -1.91242, -5.20786], [3.00098, 0.17732, -1.64477], [5.05553, 1.83412, -2.41816], [5.29972, 1.52996, -5.11049], [3.37279, -0.20924, -5.86789], [2.04932, -4.25218, -3.40001], [3.00864, -5.76317, -5.48016], [3.28279, -4.02629, -7.58495], [2.41092, -1.64538, -6.74312], [-1.47805, 1.07865, -1.10921], [-1.70366, 3.77403, -1.53684], [-2.23781, 4.05554, -4.19833], [-2.23656, 1.57614, -5.25392], [-3.95373, 0.50588, -5.05145], [-6.04241, -1.06163, -5.77082], [-5.65377, -3.47172, -4.56036], [-3.31064, -3.24291, -3.14773], [1.12351, 0.13744, 8.03417], [-0.50144, 0.59661, 7.17598], [-1.76728, 0.40730, 8.62252], [-0.42328, 2.47788, 7.01590], [-0.85520, -0.38234, 5.49870], [1.31390, 0.84019, 8.85885], [1.96200, 0.21055, 7.33780], [1.09628, -0.86967, 8.46635], [-1.47809, 1.02212, 9.48792], [-2.78089, 0.72536, 8.35309], [-1.84179, -0.62157, 8.99204], [0.48462, 2.78465, 6.48620], [-1.29598, 2.89030, 6.49755], [-0.38742, 2.93823, 8.01614], [-0.91765, -1.43041, 5.85903], [-1.89626, -0.02416, 5.43291]], "atomic_forces_ev_per_a": [[0.9178, 2.2160, 3.3173], [-0.7782, -1.9600, -1.5026], [-0.9785, 1.8063, 0.8737], [-0.4285, 0.1101, -0.6399], [0.3088, 0.6336, -0.1973], [1.2084, 1.2442, 0.5625], [0.3374, -1.9529, -1.3347], [-0.5839, 1.2705, 0.0414], [0.6564, 0.3356, -0.0348], [0.6330, -1.1717, 0.0443], [0.2346, -0.2068, -0.2573], [0.5079, 0.1464, 0.2672], [-0.0024, -0.2194, 0.3935], [0.1789, -0.0431, 0.3721], [-0.1637, -0.1501, -0.2633], [0.0601, -0.3611, 0.2422], [-0.5851, 0.1480, 0.4632], [-0.2633, -0.0039, -0.5213], [0.2881, -0.0562, 0.4891], [-0.1691, -0.3259, -0.1390], [-0.0536, 0.0128, -0.3995], [-0.0230, -0.4821, 0.2100], [-0.2040, -0.3714, -0.8996], [-0.1677, -0.2882, -0.3222], [0.3734, 0.1099, 0.3190], [2.2277, -0.5794, -3.7382], [-1.6488, 1.8116, -2.5939], [0.5899, 0.6120, 0.5536], [-0.5958, -0.6188, 1.2303], [0.3593, 0.2920, 0.4137], [-0.0032, -0.8817, -0.0242], [-0.4083, -0.1104, -0.0868], [0.0680, -0.3654, 0.4487], [0.6427, 0.2679, -1.3600], [-1.0348, -0.9283, -0.2442], [-1.3063, -0.9688, 0.2682], [0.4308, 0.6075, 1.6346], [0.6106, 0.2725, -1.8551], [-0.3574, 0.6919, 0.7670], [-0.8961, 1.2317, 1.6732], [0.2443, -0.6920, -0.3041], [-0.3032, 0.6659, -0.8683], [0.0849, -1.0752, 0.0969], [0.1417, -1.3245, -0.1230], [0.1351, 0.1245, 1.0078], [-0.4260, -1.1129, 0.2490], [1.1084, 0.2100, 0.6554], [0.8198, 0.5383, 0.2225], [-0.6742, 0.9539, -0.4421], [-0.0655, 0.5173, 0.3410], [-0.1632, -0.6474, 0.1679], [-0.0594, -0.4756, 0.1842], [0.1644, 0.3272, -0.0822], [0.1967, 0.0790, -0.0079], [0.2179, 0.1853, 0.2378], [0.0294, 0.0676, -0.0248], [0.0668, 0.0295, 0.1489], [-0.0229, -0.0965, 0.2692], [-0.0826, 0.3542, 0.0973], [-0.0086, -0.0524, -0.0795], [0.0411, -0.4461, 0.3481], [-0.1001, 0.3042, -0.2336], [-0.0153, 0.1400, 0.0723], [0.0207, 0.1578, -0.0601], [0.0546, 0.1787, 0.3410], [-0.1616, -0.1389, 0.2536], [0.1595, -0.0430, 0.0990], [0.0831, -0.0254, 0.0031], [-0.2121, 0.0846, 0.0389], [-0.0062, 0.1281, -0.0306], [0.1617, -0.6932, -0.2507], [-0.1448, -0.2234, -0.3760], [0.0306, 0.1288, -0.1292], [-0.8600, 0.5900, 1.0638], [-0.0959, -0.1164, -0.1565], [0.0709, -0.1045, 0.0950], [0.0608, 0.0929, -0.1734], [0.1758, -0.0450, -0.3143], [0.0676, -0.0601, -0.0733], [0.0166, 0.0354, -0.1403], [-0.0914, 0.0578, 0.0464], [0.0962, 0.0438, 0.0045], [-0.0260, -0.2174, -0.2585], [-0.1850, 0.1252, 0.1652], [-0.5269, -0.3051, -0.2512]], "lowdin_charge": [0.64, -0.08, -0.17, -0.23, -0.22, -0.20, -0.07, -0.17, -0.16, -0.25, 0.10, 0.11, 0.10, 0.10, 0.10, 0.11, 0.12, 0.12, 0.11, 0.13, 0.08, 0.14, -0.04, -0.01, 0.00, 1.11, 1.07, -0.30, -0.22, -0.26, -0.28, -0.41, -0.40, -0.15, -0.09, -0.08, -0.11, -0.16, -0.11, -0.09, -0.18, -0.15, -0.09, -0.08, -0.15, -0.13, -0.09, -0.10, -0.17, 0.05, 0.10, 0.06, 0.09, 0.08, 0.08, 0.09, 0.08, 0.08, 0.09, 0.09, 0.09, 0.04, 0.09, 0.09, 0.09, 0.08, 0.09, 0.09, 0.09, -0.22, 0.49, -0.21, -0.21, -0.34, 0.03, 0.01, 0.03, 0.02, 0.02, 0.02, 0.01, 0.02, 0.03, -0.02, -0.05], "homo_ev": [-6.73, -6.83], "total_energy_ev": -90989.1092, "lumo_energy_ev": [-0.22, -0.49], "multiplicity": 4}

=====

No. 2
{"formula": "C31H46P2Tl", "method": "wB97M-V/def2-TZVPD", "elements": ["Tl", "C", "C", "C", "C", "C", "C", "H", "H", "H", "C", "H", "H", "H", "C", "H", "H", "H", "C", "H", "H", "H", "C", "H", "H", "H", "C", "C", "C", "C", "C", "C", "C", "C", "H", "H", "H", "H", "H", "H", "H", "H", "H", "H", "H", "H", "P", "C", "C", "P", "C", "C", "C", "H", "H", "H", "H", "H", "H", "H", "H", "H", "H", "H", "H", "H", "H", "C", "C", "C", "C", "C", "C", "C", "C", "H", "H", "H", "H", "H"], "xyz": [[-3.48396, 3.39717, -1.54359], [1.43138, -1.44791, 0.64175], [2.10946, -0.20643, 0.47271], [0.40547, 0.11191, 1.98419], [0.34534, -1.23749, 1.54141], [1.48160, 0.74881, 1.31757], [1.85427, -2.73263, 0.04911], [1.82763, -2.70560, -1.05101], [1.20702, -3.54794, 0.38927], [2.88484, -2.96487, 0.35836], [-0.59935, -2.26273, 2.02974], [-0.24383, -3.26990, 1.77576], [-1.61142, -2.13453, 1.61437], [-0.69533, -2.19229, 3.12381], [-0.44694, 0.74116, 3.00896], [-0.78207, -0.02179, 3.72222], [-1.32554, 1.20441, 2.54327], [0.11471, 1.50156, 3.57025], [1.94425, 2.13150, 1.54694], [2.88502, 2.15015, 2.12336], [1.18132, 2.68798, 2.10290], [2.13466, 2.65218, 0.59906], [3.29949, 0.06316, -0.36559], [4.18250, 0.29030, 0.25732], [3.11934, 0.92824, -1.03008], [3.56073, -0.80626, -0.98419], [-1.11352, -0.95783, -2.30306], [-0.05539, -1.76316, -2.50797], [1.21562, -1.34063, -3.17281], [1.04881, -0.45105, -4.45627], [1.28926, 1.00446, -4.29484], [0.97871, 1.76895, -3.22695], [0.11435, 1.28619, -2.09418], [-1.14442, 0.49613, -2.60053], [1.81718, -2.24261, -3.42529], [0.10113, -0.69204, -4.95053], [1.81637, -0.76011, -2.44251], [-1.30439, 0.70979, -3.67148], [-2.03882, -1.38084, -1.90706], [-0.10537, -2.80829, -2.18472], [-1.99159, 0.93979, -2.05524], [0.70447, 0.62588, -1.43274], [1.35468, 2.79301, -3.15179], [-0.23299, 2.08098, -1.41461], [1.81340, -0.80104, -5.16186], [1.80035, 1.45032, -5.15668], [-2.59075, 3.37420, -4.26907], [-3.85353, 2.78606, -5.46786], [-1.17543, 3.47834, -5.45624], [-2.33240, 5.49808, -2.40279], [-2.92049, 5.20215, -4.13637], [-0.51774, 5.55555, -2.70872], [-2.81263, 7.22752, -2.13890], [-4.85072, 2.79191, -5.00126], [-3.55688, 1.74861, -5.69158], [-3.83883, 3.38185, -6.39537], [-1.58324, 4.04042, -6.30882], [-0.88261, 2.47472, -5.79181], [-0.26353, 3.96553, -5.08204], [-2.93102, 7.74422, -3.10256], [-2.05508, 7.71889, -1.51367], [-3.77336, 7.23686, -1.60972], [-3.98078, 5.48709, -4.24271], [-2.30653, 5.81092, -4.81905], [-0.10778, 6.29252, -2.00425], [-0.25432, 5.85425, -3.73898], [-0.03933, 4.59320, -2.47855], [-2.52515, 1.79767, -0.10790], [-3.00159, 1.03405, 0.75516], [-3.56014, 0.15834, 1.73690], [-3.70086, 0.57131, 3.08511], [-4.05653, -0.35586, 4.06374], [-4.35224, -1.68152, 3.72502], [-4.29520, -2.07088, 2.38207], [-3.92668, -1.16525, 1.38460], [-3.47482, 1.60997, 3.34661], [-4.07109, -0.04897, 5.10764], [-4.60667, -2.41624, 4.50065], [-4.50742, -3.10698, 2.12128], [-3.87302, -1.45065, 0.32759]], "atomic_forces_ev_per_a": [[0.2268, -2.2483, 1.5961], [0.0239, 1.2186, -0.0060], [-0.4726, -2.2739, -0.0702], [2.0423, 2.2791, -1.0538], [1.2710, -0.6890, -0.9255], [-2.5102, -0.4171, 1.9346], [0.3053, -0.4596, -0.3206], [0.0959, -0.1957, 0.3504], [0.1987, 0.0508, -0.1883], [-0.2417, -0.1357, -0.1602], [-0.0917, -0.3341, 0.1698], [-0.2240, 0.2450, 0.1208], [0.3373, -0.0095, 0.0854], [-0.0590, -0.0856, -0.2287], [-0.1946, 0.1104, 0.3997], [-0.1415, 0.2716, -0.0216], [0.2533, 0.0341, 0.3658], [-0.2758, -0.1642, -0.1210], [0.1059, 0.4487, 0.0812], [-0.2342, 0.0801, -0.1534], [0.2841, 0.0467, -0.1221], [-0.0047, 0.0143, 0.1387], [0.3481, -0.0963, -0.2495], [-0.2720, 0.0655, -0.1846], [0.1778, -0.2489, 0.2028], [-0.0635, 0.2620, 0.1297], [0.4410, -1.1980, -0.2200], [-1.0730, 0.1171, 0.1541], [0.6113, 0.4037, -0.1100], [0.3681, -1.3499, 0.1185], [0.0045, 1.3472, 0.4309], [0.1168, -0.2967, -0.5405], [-0.1291, -0.6253, 0.0807], [0.1112, 1.0657, 0.3720], [-0.4335, 0.6112, 0.0952], [-0.0593, 0.1336, 0.0974], [-0.0935, -0.4000, -0.4018], [0.0742, -0.1515, 0.2264], [0.2970, -0.0241, 0.1075], [-0.1745, 0.3653, -0.1658], [0.2069, -0.4197, -0.4200], [-0.3393, 0.2059, -0.1197], [-0.0757, -0.1765, -0.3183], [0.2374, 0.0302, -0.4185], [-0.1494, 0.0603, 0.0676], [0.0457, 0.0954, 0.5026], [-0.0496, 0.5242, -1.4212], [0.0801, -0.2694, 0.2827], [0.2303, -0.3113, -0.0699], [0.8161, 1.6868, -1.8353], [-0.0333, -0.0705, 0.6617], [0.3661, -0.0391, 0.4941], [-0.1422, 0.1773, 0.5077], [0.3210, -0.0475, -0.2884], [-0.3435, 0.2703, -0.0694], [-0.0511, -0.2147, 0.4139], [0.2688, -0.1324, 0.1468], [-0.1236, 0.2231, 0.1333], [-0.4693, -0.1659, 0.0582], [0.1826, -0.1398, 0.3540], [-0.3174, 0.0145, -0.1813], [0.1873, 0.1738, -0.1120], [0.3271, -0.2887, 0.0811], [-0.3046, -0.2541, 0.1499], [0.0106, -0.1972, -0.1940], [-0.3175, -0.0529, 0.4887], [-0.1864, 0.1933, -0.1361], [-1.1658, 0.4507, 0.3968], [-0.4241, 0.8972, -0.9038], [-0.1676, -0.4931, 0.3277], [0.1692, -0.2787, -0.2116], [-0.0615, 0.1138, -0.1033], [0.2226, 0.1460, -0.2656], [-0.0891, 0.0567, -0.1272], [0.2231, 0.2990, 0.2701], [-0.0241, -0.4762, -0.0380], [-0.1225, -0.0171, -0.2235], [0.1227, 0.4162, -0.3940], [-0.0420, 0.2750, -0.0172], [0.0360, -0.0326, 0.5175]], "lowdin_charge": [0.74, -0.21, -0.20, -0.20, -0.15, -0.21, -0.05, 0.05, 0.07, 0.09, -0.01, 0.08, 0.07, 0.09, -0.04, 0.08, 0.04, 0.09, -0.04, 0.09, 0.07, 0.08, -0.03, 0.10, 0.08, 0.08, -0.10, -0.12, -0.18, -0.18, -0.13, -0.12, -0.17, -0.22, 0.12, 0.12, 0.09, 0.09, 0.10, 0.11, 0.00, 0.09, 0.09, 0.08, 0.11, 0.11, 0.74, -0.26, -0.25, 0.65, -0.54, -0.23, -0.24, 0.05, 0.05, 0.06, 0.05, 0.05, 0.04, 0.06, 0.06, 0.05, 0.07, 0.07, 0.06, 0.06, 0.03, -0.17, -0.14, -0.26, -0.04, -0.06, -0.06, -0.08, -0.04, 0.13, 0.11, 0.12, 0.11, 0.12], "homo_ev": [-8.59, -8.68], "total_energy_ev": -56152.1895, "lumo_energy_ev": [-2.95, -5.75], "relative_energy_kj_mol": 19.9, "charge": 1}